C16H14FN | wB97M-V/def2-TZVPD

Computed properties:
SMILES string: C/C(=C1/CCc2cc(F)ccc21)c1cccnc1
Orbital gap in eV: 8.31

```
! wB97M-V def2-TZVPD RIJCOSX def2/J DEFGRID3
* xyz 0 1
C -0.2746 -1.3144 1.0471
H -3.3015 -1.5410 0.1284
H -1.3946 -1.0049 -1.4792
C -2.4772 -0.8719 0.4643
H 1.5400 -3.8824 2.5037
C 0.8236 3.1346 -3.5075
H 2.7390 0.4915 0.5554
H 0.3707 3.5233 -0.2134
C -0.2602 -0.2997 0.0290
H 1.6296 0.4836 1.8615
H -2.7239 -2.9990 2.5733
C 0.5922 1.5783 -1.3049
C -1.7174 -2.7372 2.1795
C -0.6762 -3.5387 2.7397
C 0.5256 2.9806 -1.1309
C -1.5162 -0.3007 -0.6283
N 1.0322 1.8299 -3.6813
C 0.6788 0.6862 -0.1791
H 1.8347 -1.7379 1.3615
C -1.5314 -1.7068 1.2521
H -1.6802 0.6580 -0.9237
C 0.7918 1.1273 -2.5987
H 1.0320 0.0356 -2.7281
H -2.8622 -0.0339 1.1187
C 1.8120 0.9628 0.8843
H 0.9939 3.6892 -4.4119
F -0.9914 -4.6179 3.5641
C 0.8481 -2.0598 1.6096
C 0.6919 -3.2042 2.4065
H 1.9622 2.0562 1.0395
H 0.7518 4.8270 -2.2456
C 0.7571 3.7863 -2.2854
*
```